24
Properties=species:S:1:pos:R:3:forces:R:3:nbo_charge:R:1 method="wB97M-V/def2-TZVPD" relative_energy_kj_mol=188.35 smiles="C[N@H+]1CN=N[C@@H]1C(C)(C)O" gap_ev=10.788 charge=+1
C 1.160681 1.418618 1.605485 1.314 2.750 1.099 -0.43
N 0.722389 0.156921 1.150502 -1.793 -2.292 -3.243 -0.45
C 0.519199 -0.924356 2.134232 -0.824 0.220 2.533 -0.15
N -0.869782 -1.358265 1.916704 0.383 -0.951 0.663 -0.05
N -1.425381 -0.709935 1.058314 -1.836 -0.866 -0.141 -0.12
C -0.653361 0.201353 0.365394 -0.418 1.291 -1.055 0.03
C -0.439066 -0.267934 -1.140849 1.800 1.787 1.518 0.25
C 0.513093 0.767126 -1.830308 0.622 -0.694 -0.340 -0.64
C -1.699821 -0.541751 -1.846380 -0.864 0.681 -1.027 -0.67
O 0.368272 -1.432809 -1.084238 1.067 1.276 0.609 -0.74
H 0.749723 1.563521 2.654271 0.638 0.142 -1.410 0.25
H 2.252537 1.419348 1.582598 -0.011 0.015 0.642 0.24
H 0.918635 2.284389 0.930187 -0.358 -1.077 0.626 0.25
H 1.165108 -0.325309 0.309327 0.886 0.869 1.403 0.50
H 0.477450 -0.626727 3.274804 0.650 -0.008 -2.360 0.26
H 1.222178 -1.744882 2.007193 -0.081 0.053 -0.099 0.26
H -1.213443 1.176610 0.297634 1.120 -0.525 0.609 0.26
H 1.424370 0.915742 -1.136527 -1.223 0.045 -1.423 0.19
H 0.058819 1.741359 -2.132100 0.271 -0.779 0.561 0.25
H 0.865278 0.231948 -2.775495 -0.257 0.917 1.270 0.26
H -1.242611 -0.978619 -2.748723 -1.263 -0.352 -0.121 0.25
H -2.410061 -1.137204 -1.260767 0.465 -0.438 -0.412 0.26
H -2.288891 0.353132 -2.144667 0.696 -0.344 0.169 0.25
H -0.175315 -2.182275 -1.186590 -0.983 -1.720 -0.069 0.50

18
Properties=species:S:1:pos:R:3:forces:R:3:nbo_charge:R:1 method="wB97M-V/def2-TZVPD" relative_energy_kj_mol=124.50 smiles=C[C@@H]1CN[C@]1(C)O gap_ev=10.156
C -1.819990 0.230119 -0.665370 -0.023 0.018 -0.012 -0.61
C -0.607949 -0.473589 -0.080204 -0.075 -0.044 -0.103 -0.26
C -0.588365 -0.686807 1.446333 -0.251 -0.122 0.087 -0.22
N 0.653376 0.105356 1.559711 0.177 0.015 0.073 -0.65
C 0.699798 0.361998 0.111098 0.179 -0.176 -0.163 0.39
C 1.957013 -0.109425 -0.598566 -0.018 -0.040 0.006 -0.63
O 0.585471 1.732497 -0.190978 -0.163 0.113 0.185 -0.72
H -1.697433 0.418406 -1.737599 -0.023 -0.033 0.176 0.22
H -2.718302 -0.381420 -0.519091 0.131 0.076 -0.068 0.21
H -2.000242 1.196968 -0.179630 0.028 -0.180 -0.060 0.20
H -0.407323 -1.401701 -0.628335 -0.012 0.157 0.077 0.21
H -1.421207 -0.210509 1.980023 0.079 -0.112 -0.083 0.18
H -0.522196 -1.727970 1.780173 0.069 0.134 -0.072 0.19
H 1.451900 -0.408693 1.916191 -0.072 0.152 -0.011 0.36
H 1.872670 0.058040 -1.677986 -0.013 -0.024 0.188 0.22
H 2.148466 -1.173526 -0.418052 -0.103 0.174 -0.029 0.21
H 2.807479 0.475212 -0.228488 -0.121 -0.116 -0.069 0.22
H -0.035828 2.105049 0.450657 0.211 0.007 -0.121 0.47

14
Properties=species:S:1:pos:R:3:forces:R:3:nbo_charge:R:1 method="wB97M-V/def2-TZVPD" relative_energy_kj_mol=438.48 gap_ev="7.859 / 7.593"
C -1.060346 -0.217958 -0.367151 -0.327 -0.404 1.496 0.01
C -2.405805 -0.835279 -0.516002 -2.619 -0.053 -1.992 -0.66
C 1.718972 0.404947 0.319715 -2.924 0.001 1.989 0.60
N -0.451345 -0.173751 0.727229 2.361 0.410 -0.544 -0.50
O 2.148836 -0.845064 0.281816 0.795 0.397 -1.953 -0.67
O 1.631343 1.169470 -0.738295 0.778 -0.089 -2.737 -0.70
S 2.184282 1.364370 1.776029 1.021 -0.804 0.163 -0.06
H -0.781178 0.285354 -1.249951 1.133 0.798 -1.397 0.14
H -3.177569 0.011654 -0.444215 0.928 -1.109 -0.173 0.22
H -2.682658 -1.563432 0.231715 0.239 -0.095 0.393 0.22
H -2.629477 -1.353416 -1.564769 0.828 1.202 2.020 0.21
H 2.228770 -1.132055 1.178062 -0.031 -0.531 1.073 0.51
H 2.301680 1.075950 -1.478136 -0.910 -0.387 1.324 0.51
H 0.974495 1.809208 1.843953 -1.271 0.663 0.339 0.16

8
Properties=species:S:1:pos:R:3:forces:R:3:nbo_charge:R:1 method="wB97M-V/def2-TZVPD" relative_energy_kj_mol=253.46 gap_ev="9.404 / 9.405"
C -0.462997 -0.562726 -0.230387 -0.279 0.185 -0.449 -0.10
C -0.002251 0.366245 0.837563 0.207 -2.844 -0.097 -0.16
O -0.113781 -1.539336 0.665900 0.186 2.014 0.640 -0.59
S 1.605775 0.887406 1.036679 0.106 0.226 0.020 0.16
H -1.533979 -0.501603 -0.464196 0.098 0.074 -0.055 0.17
H 0.139330 -0.541908 -1.148744 -0.064 0.150 0.006 0.16
H -0.640609 0.535733 1.687181 -0.219 0.176 -0.005 0.23
H 2.030994 0.593348 -0.199734 -0.036 0.019 -0.059 0.13